Entry 1:
The following is a DFT calculation (the ωB97M-V functional and the def2-TZVPD basis) of one molecule with the formula H2S.

## Properties
HOMO-LUMO gap   0.3956 Eh
SMILES   S
Energy relative to the best compared isomer or geometry (same formula, charge and spin)   1.59 kcal/mol

```
! RIJCOSX wB97M-V def2-TZVPD def2/J DEFGRID3
* xyz 0 1
S 0.353 0.125 0.510
H -0.532 0.884 -0.204
H 0.179 -1.009 -0.306
*
```


Entry 2:
The following is a DFT calculation (the ωB97M-V functional and the def2-TZVPD basis) of one molecule with the formula H2S.

## Properties
HOMO-LUMO gap   0.3988 Eh
SMILES   S
Energy relative to the best compared isomer or geometry (same formula, charge and spin)   2.84 kcal/mol

```
! RIJCOSX wB97M-V def2-TZVPD def2/J DEFGRID3
* xyz 0 1
S 0.000 0.653 0.000
H 0.890 -0.258 0.000
H -0.890 -0.395 0.000
*
```


What E_HOMO values result from the calculations? In sequence: -9.795 -9.824 eV.
What DFT total energy values result from the calculations? In sequence: -399.371236 -399.369246 hartree.